1.
DFT (ωB97M-V/def2-TZVPD) results for a cluster of 8 separate species, C29H54O24 in total.

Calculated values
structure (SMILES) = C[C@H]1COC(=O)O1.CCOC(=O)OC.CCOC(=O)OC.CCOC(=O)OC.CCOC(=O)OC.COC(=O)OC.COC(=O)OC.O=C1OCCO1
HOMO energy = -10.4888 eV
DFT total energy = -2943.2069 Ha
net charge = 0
frontier orbital gap = 10.68 eV

Each line ends with the Löwdin charge.
Geometry (Å):
C 4.963 -1.865 -1.616  -0.01
C 3.593 -2.075 -0.997  -0.30
C 2.658 -2.937 -1.829  -0.11
O 2.142 -3.922 -0.956  0.07
C 2.792 -3.831 0.222  -0.59
O 2.574 -4.513 1.179  0.15
O 3.717 -2.872 0.197  0.08
H 5.477 -2.833 -1.660  0.09
H 5.695 -1.315 -1.023  0.09
H 4.851 -1.447 -2.616  0.09
H 3.172 -1.132 -0.651  0.12
H 3.203 -3.305 -2.699  0.14
H 1.811 -2.305 -2.101  0.12
C 1.820 -2.073 5.200  -0.04
C 2.843 -1.931 4.098  -0.17
O 2.558 -0.659 3.451  0.02
C 3.256 -0.197 2.458  -0.62
O 4.337 -0.588 2.081  0.12
O 2.614 0.835 1.901  -0.02
C 3.085 1.368 0.671  -0.03
H 2.103 -2.811 5.948  0.08
H 0.913 -2.461 4.735  0.06
H 1.639 -1.120 5.687  0.09
H 2.942 -2.644 3.278  0.12
H 3.866 -1.790 4.463  0.13
H 2.259 1.218 -0.030  0.08
H 3.984 0.899 0.285  0.09
H 3.151 2.451 0.750  0.08
C 4.234 3.893 -3.453  -0.06
C 4.144 2.362 -3.408  -0.22
O 2.797 2.004 -3.204  0.02
C 1.994 1.815 -4.259  -0.60
O 2.343 1.876 -5.410  0.14
O 0.834 1.413 -3.808  0.00
C -0.222 1.075 -4.675  -0.03
H 3.817 4.249 -4.395  0.08
H 5.275 4.232 -3.501  0.08
H 3.794 4.373 -2.582  0.08
H 4.804 1.956 -2.641  0.12
H 4.533 1.952 -4.344  0.12
H -1.188 1.035 -4.176  0.07
H -0.094 0.140 -5.216  0.11
H -0.366 1.885 -5.398  0.10
C 0.508 -4.957 -3.750  -0.07
C -0.105 -5.566 -2.515  -0.22
O -0.988 -4.636 -1.908  0.02
C -1.567 -5.045 -0.776  -0.61
O -1.486 -6.123 -0.284  0.16
O -2.273 -4.062 -0.218  0.02
C -2.390 -2.790 -0.814  -0.05
H 1.256 -5.637 -4.162  0.09
H 0.887 -3.936 -3.644  0.06
H -0.114 -4.760 -4.633  0.08
H 0.619 -5.897 -1.771  0.12
H -0.596 -6.478 -2.873  0.13
H -1.510 -2.459 -1.363  0.10
H -2.577 -2.059 -0.025  0.09
H -3.253 -2.684 -1.475  0.10
C -7.478 4.190 2.557  -0.06
C -6.031 3.750 2.736  -0.21
O -5.817 2.366 2.447  0.04
C -4.664 1.869 2.869  -0.62
O -3.778 2.485 3.386  0.15
O -4.629 0.587 2.512  0.00
C -3.447 -0.133 2.712  -0.05
H -7.476 5.161 2.062  0.07
H -7.982 4.348 3.508  0.07
H -8.066 3.503 1.948  0.08
H -5.716 4.012 3.744  0.13
H -5.424 4.332 2.040  0.13
H -3.195 -0.304 3.767  0.11
H -2.584 0.297 2.202  0.09
H -3.531 -1.181 2.410  0.10
C 0.000 2.809 2.059  -0.01
O 0.278 3.612 3.224  0.02
C 1.445 4.170 3.503  -0.62
O 1.650 4.797 4.494  0.14
O 2.394 3.883 2.603  -0.05
C 3.775 4.018 2.944  -0.02
H 0.597 1.905 2.138  0.08
H 0.280 3.347 1.150  0.10
H -1.075 2.669 2.068  0.09
H 3.979 5.056 3.216  0.10
H 4.398 3.742 2.103  0.09
H 3.907 3.426 3.849  0.11
C -0.756 1.381 -1.196  -0.03
O -0.780 0.719 0.061  -0.01
C -0.076 -0.385 0.175  -0.63
O 0.711 -0.784 -0.644  0.13
O -0.395 -0.959 1.327  0.01
C 0.200 -2.212 1.696  0.02
H 0.150 1.965 -1.357  0.09
H -1.586 2.079 -1.292  0.10
H -0.863 0.615 -1.960  0.07
H -0.344 -3.070 1.305  0.10
H 0.055 -2.306 2.772  0.09
H 1.276 -2.222 1.559  0.08
O -2.927 -0.504 -3.087  0.14
C -3.867 -0.083 -2.480  -0.57
O -3.784 0.277 -1.192  0.05
C -5.104 0.451 -0.685  -0.10
C -5.985 0.530 -1.909  -0.11
O -5.126 0.069 -2.950  0.08
H -5.378 -0.390 -0.047  0.14
H -5.120 1.355 -0.078  0.13
H -6.351 1.516 -2.210  0.13
H -6.890 -0.072 -1.803  0.13

Cartesian forces, eV/Å:
0.40 -0.80 0.24
0.90 0.07 0.87
-0.56 1.71 -0.49
0.37 -0.32 0.10
0.11 -0.33 0.43
-0.17 -0.06 -0.16
0.25 0.08 0.21
-0.36 -0.15 -0.50
-0.59 0.62 0.12
0.17 0.07 0.00
-0.28 -0.03 -0.37
-0.33 -0.61 0.09
0.06 -0.23 -0.49
-0.24 -0.87 -0.73
1.96 1.29 -0.38
-1.81 0.35 0.61
1.62 -0.02 -0.94
-0.18 -0.26 0.16
-0.39 0.01 0.49
-0.92 0.28 -0.72
0.27 0.03 -0.05
-0.27 0.28 0.31
0.00 0.05 -0.07
-0.58 -0.54 0.43
-0.11 -0.35 0.33
0.23 -0.22 -0.21
0.12 -0.01 0.33
0.41 -0.07 0.31
0.84 -0.18 -0.46
0.98 1.27 -0.89
-0.68 -0.48 0.92
1.36 -0.78 -0.89
-0.28 0.35 -0.02
-0.85 -0.20 1.48
-0.84 0.83 -1.61
-0.44 0.08 0.23
0.03 -0.27 0.16
-0.27 -0.09 -0.06
-0.66 -0.15 0.43
-0.33 0.01 -0.06
0.44 -0.19 0.76
0.42 -0.04 0.15
0.31 -0.19 -0.21
0.37 0.94 -1.06
0.20 -0.77 -0.80
-0.22 0.00 -0.24
0.03 0.74 -0.44
0.12 -0.72 0.22
-0.37 -0.05 0.53
-0.19 1.34 -0.26
0.33 0.19 0.36
0.57 -0.35 0.64
-0.86 -0.64 0.52
0.20 0.26 -0.14
-0.52 0.14 0.48
0.07 -0.27 0.04
0.16 -0.24 0.26
0.06 -0.59 -0.16
-0.13 -0.05 -0.04
0.01 1.04 -0.16
-0.96 -0.04 0.20
0.65 -0.01 -0.46
0.26 0.06 0.36
-0.93 -0.44 -0.27
1.63 -1.10 0.91
-0.06 -0.03 -0.09
-0.04 -0.29 0.02
0.09 -0.04 0.01
0.29 -0.34 0.00
0.25 -0.15 0.09
-0.13 0.84 0.07
-0.15 0.16 0.02
-0.69 0.36 -0.73
0.78 0.56 0.14
-0.65 0.51 0.09
0.68 -0.79 -0.16
-0.07 0.54 0.69
-0.19 -0.58 -1.63
-0.76 0.90 1.32
-0.36 -0.22 -0.13
0.03 0.01 0.02
0.05 -0.30 0.13
0.06 -0.02 -0.07
-0.21 -0.34 -0.05
0.57 -0.18 -0.21
0.19 -0.11 -0.87
-0.84 0.91 0.65
0.22 -0.40 -0.07
0.32 -0.41 -0.09
-0.17 -0.13 0.31
-0.08 0.01 0.88
0.22 -0.33 0.16
-0.22 -0.23 0.57
0.16 0.20 -0.18
0.26 0.13 -0.71
-0.08 0.38 0.02
-0.06 -0.07 -0.54
-0.40 0.30 -0.32
0.26 -0.37 -0.12
-0.28 -0.02 0.13
-0.21 0.57 0.94
-0.59 0.47 -0.41
0.35 -0.54 -0.26
0.19 -0.04 -0.02
-0.04 -0.07 0.00
0.38 0.12 0.33
0.32 -0.38 -0.24



2.
DFT (ωB97M-V/def2-TZVPD) results for a structure of composition C29H54P2SiY.

Calculated values
HOMO energy (spin up / spin down) = -9.1693 / -9.1724 eV
DFT total energy = -2147.4630 Ha
net charge = +1
frontier orbital gap (spin up / spin down) = 6.19 / 6.19 eV

Each line ends with the Löwdin charge.
Geometry (Å):
Y 0.023 0.022 -0.322  0.93
C -1.682 1.598 0.007  -0.29
C -2.070 0.649 -1.059  -0.34
C -1.962 -0.618 0.968  -0.26
C -1.623 0.835 1.295  -0.29
C -2.215 -0.737 -0.449  -0.29
C -1.728 3.093 -0.118  -0.05
H -1.397 3.464 -1.106  0.08
H -1.121 3.630 0.630  0.07
H -2.769 3.453 0.014  0.11
C -1.727 1.490 2.611  -0.07
H -1.444 2.530 2.651  0.08
H -0.923 0.984 3.379  0.00
H -2.650 1.286 3.127  0.09
C -2.152 -1.669 2.010  -0.03
H -3.222 -1.753 2.252  0.11
H -1.636 -1.456 2.960  0.05
H -1.806 -2.667 1.697  0.07
C -3.073 -1.855 -0.933  -0.05
H -4.124 -1.609 -0.693  0.11
H -2.875 -2.805 -0.407  0.07
H -3.069 -2.097 -2.009  0.08
C -2.868 1.154 -2.171  -0.06
H -3.808 1.566 -1.758  0.11
H -3.189 0.400 -2.898  0.07
H -2.409 1.999 -2.714  0.08
C 1.558 0.400 -3.520  -0.13
C 0.528 1.282 -3.673  -0.12
C -0.048 1.622 -5.010  -0.17
C -0.921 0.471 -5.566  -0.16
C -0.968 -0.748 -4.674  -0.12
C 0.069 -1.598 -4.590  -0.13
C 1.367 -1.376 -5.312  -0.17
C 2.234 -0.264 -4.677  -0.18
H 0.756 1.857 -5.724  0.12
H -0.501 0.177 -6.541  0.11
H -0.637 2.557 -4.931  0.12
H 2.505 0.475 -5.443  0.12
H 1.955 0.049 -2.569  0.07
H 0.000 1.782 -2.862  0.08
H 3.197 -0.688 -4.336  0.11
H 1.919 -2.325 -5.404  0.11
H -0.072 -2.606 -4.183  0.10
H 1.162 -1.100 -6.356  0.11
H -1.930 0.819 -5.836  0.11
H -1.951 -1.072 -4.308  0.10
P 1.737 1.787 0.518  0.75
C 1.391 2.591 2.087  -0.25
H 2.265 3.210 2.313  0.06
H 1.240 1.920 2.941  0.02
H 0.526 3.267 2.036  0.05
C 3.434 1.239 0.751  -0.25
H 3.987 2.093 1.168  0.06
H 3.925 0.951 -0.191  0.05
H 3.531 0.396 1.451  0.06
C 1.958 3.270 -0.473  -0.26
H 2.451 3.078 -1.433  0.05
H 2.614 3.938 0.105  0.06
H 1.021 3.814 -0.670  0.04
P 0.986 -2.332 -0.335  0.76
C -0.198 -3.645 -0.727  -0.26
H 0.404 -4.479 -1.110  0.06
H -0.993 -3.432 -1.445  0.03
H -0.719 -4.005 0.181  0.06
C 2.622 -2.617 -1.019  -0.27
H 2.603 -2.804 -2.095  0.04
H 3.032 -3.530 -0.563  0.06
H 3.347 -1.807 -0.812  0.05
C 1.382 -3.163 1.215  -0.28
H 1.600 -4.214 0.962  0.06
H 0.562 -3.169 1.938  0.04
H 2.277 -2.760 1.690  0.06
C 1.475 -0.996 5.668  -0.18
Si 0.018 -0.015 5.095  0.41
C -1.572 -0.782 5.730  -0.17
C 0.140 1.745 5.750  -0.16
C 0.036 -0.019 3.275  -0.24
C 0.076 -0.031 1.956  -0.25
H 1.486 -1.008 6.762  0.04
H 2.392 -0.532 5.290  0.03
H 1.391 -2.018 5.284  0.03
H -1.549 -0.779 6.828  0.04
H -2.443 -0.211 5.386  0.03
H -1.646 -1.816 5.375  0.03
H 1.068 2.208 5.397  0.03
H -0.717 2.347 5.424  0.04
H 0.152 1.709 6.848  0.04

Cartesian forces, eV/Å:
2.51 0.64 -1.08
-1.92 -2.47 1.70
-0.61 -0.84 2.49
-1.15 2.33 -1.11
-1.66 -0.30 -2.69
-1.50 2.85 1.89
-0.04 0.59 -0.20
-0.13 -0.31 0.33
-0.22 -0.39 -0.18
0.45 -0.21 -0.08
-0.12 0.38 2.41
-0.45 0.51 -0.36
-2.97 2.09 -1.77
-0.92 0.38 -0.26
-0.44 -0.60 0.52
0.10 -0.08 -0.22
-0.31 0.08 -0.70
-0.18 0.28 -0.06
-0.58 -0.87 -0.55
0.36 -0.01 -0.08
0.03 0.48 -0.12
0.31 0.35 0.29
-1.11 0.67 -1.28
0.20 -0.09 -0.17
0.33 0.05 0.08
-0.03 -0.42 0.08
-1.11 1.52 -0.18
1.59 -0.68 0.41
0.05 0.86 -0.18
-0.29 -0.17 -0.39
-0.27 -1.10 -0.86
-0.83 -0.54 -0.70
0.00 -0.36 -0.45
0.85 -0.03 -0.04
-0.15 -0.15 0.19
0.01 -0.09 0.29
0.22 -0.52 0.01
-0.15 -0.10 0.20
-0.21 0.43 0.43
0.33 -0.31 0.42
-0.43 0.16 -0.11
-0.10 0.35 0.29
-0.09 0.47 0.32
-0.10 0.03 0.23
0.26 -0.06 0.49
0.48 0.24 0.15
0.30 1.14 0.62
0.18 0.77 1.15
-0.04 0.15 -0.03
0.11 0.11 -0.63
0.24 -0.28 -0.17
1.01 -0.22 0.11
0.04 -0.24 -0.08
-0.25 0.12 0.18
-0.26 0.26 -0.15
0.56 1.06 -0.50
-0.16 -0.09 0.14
-0.12 0.04 -0.27
0.24 -0.35 0.14
0.38 -2.57 1.47
-0.49 -1.12 -1.10
-0.29 -0.13 0.01
0.39 0.19 -0.16
0.51 0.41 -0.30
1.03 -0.79 -1.11
0.05 0.24 -0.08
-0.06 0.24 -0.16
-0.60 -0.17 -0.03
0.38 -0.34 1.39
-0.06 0.31 0.02
0.12 0.28 -0.11
-0.13 0.16 0.07
0.02 -0.03 0.11
0.07 -0.12 0.77
0.18 0.08 -0.15
-0.05 -0.20 -0.29
2.66 -1.85 -6.01
3.80 -1.86 5.56
0.19 -0.14 -0.09
-0.02 -0.18 0.12
0.18 0.07 0.13
-0.12 -0.05 -0.23
0.07 -0.19 0.12
-0.14 0.13 0.15
-0.15 0.08 0.15
0.21 -0.01 0.12
0.02 0.08 -0.23



3.
DFT (ωB97M-V/def2-TZVPD) results for a structure of composition C29H55Br22FN2O3P.

Calculated values
HOMO energy = -10.0555 eV
DFT total energy = -58542.3556 Ha
net charge = +1
frontier orbital gap = 5.69 eV

Each line ends with the Löwdin charge.
Geometry (Å):
C 2.180 0.773 -3.643  -0.15
C 3.040 1.861 -2.803  -0.16
C 2.295 2.235 -1.439  -0.30
F 2.513 3.612 -1.060  -0.02
N 2.654 1.289 -0.294  -0.14
C 2.256 1.780 0.980  0.02
C 2.556 0.833 2.201  -0.11
P 2.064 1.262 3.963  0.62
O 1.148 2.500 3.983  -0.33
O 3.363 1.370 5.040  -0.19
O 1.082 -0.044 4.511  -0.32
C 3.264 -0.469 1.767  0.00
C 3.598 -0.757 0.286  0.02
N 3.268 0.192 -0.692  0.12
H 2.495 0.722 -4.734  0.06
H 2.248 -0.248 -3.117  0.02
H 1.079 1.099 -3.617  0.08
H 3.025 2.819 -3.449  0.13
H 4.138 1.580 -2.689  0.11
H 1.145 2.042 -1.640  0.00
H 1.709 2.781 1.128  0.16
H 3.681 0.437 5.160  0.06
H 1.112 -0.789 3.864  -0.06
H 3.552 -1.270 2.551  -0.11
H 4.103 -1.744 0.023  0.11
Br 4.307 -0.993 -7.439  0.61
C 2.593 -1.861 -7.769  -0.69
C 1.540 -1.373 -6.806  -0.66
Br 1.762 -2.182 -5.047  0.63
H 2.764 -2.936 -7.713  -0.02
H 2.331 -1.593 -8.794  0.07
H 0.546 -1.679 -7.136  0.06
H 1.554 -0.292 -6.664  0.04
Br 4.415 -4.734 -6.431  0.64
C 3.513 -6.307 -5.716  -0.68
C 2.555 -6.892 -6.722  -0.69
Br 0.917 -5.841 -6.833  0.60
H 3.032 -6.003 -4.787  0.05
H 4.313 -7.015 -5.490  0.06
H 2.232 -7.888 -6.413  0.06
H 2.967 -6.946 -7.730  0.05
Br -2.219 3.067 -2.799  0.57
C -2.716 1.484 -1.758  -0.81
C -2.077 1.517 -0.389  -0.62
Br -0.188 1.037 -0.478  0.88
H -2.431 0.611 -2.345  0.03
H -3.794 1.523 -1.672  -0.02
H -2.529 0.769 0.265  0.04
H -2.133 2.494 0.092  -0.01
Br 9.288 1.212 -8.368  0.61
C 9.132 0.808 -6.468  -0.70
C 7.687 0.757 -6.036  -0.71
Br 6.941 2.548 -5.851  0.59
H 9.715 1.558 -5.934  0.05
H 9.604 -0.168 -6.345  0.06
H 7.598 0.309 -5.046  0.06
H 7.048 0.217 -6.734  0.01
Br -2.045 5.606 0.745  0.63
C -3.490 5.036 1.923  -0.70
C -2.954 4.463 3.211  -0.73
Br -2.276 2.655 2.948  0.66
H -4.101 4.331 1.359  0.05
H -4.071 5.939 2.117  0.02
H -3.750 4.364 3.948  -0.02
H -2.141 5.049 3.639  0.05
Br 5.769 -4.168 1.305  0.63
C 5.628 -4.549 3.212  -0.67
C 4.187 -4.604 3.653  -0.62
Br 3.432 -2.813 3.818  0.79
H 6.210 -3.788 3.732  0.06
H 6.107 -5.520 3.344  0.07
H 4.106 -5.040 4.650  0.07
H 3.546 -5.157 2.967  0.06
Br -1.124 -0.793 3.031  0.74
C -2.850 -1.576 2.572  -0.65
C -3.696 -1.787 3.802  -0.68
Br -3.106 -3.348 4.807  0.61
H -2.647 -2.497 2.025  0.06
H -3.320 -0.856 1.901  0.05
H -4.730 -2.002 3.524  0.01
H -3.679 -0.940 4.489  0.06
Br -4.272 7.033 4.945  0.69
C -6.057 7.086 4.161  -0.67
C -7.009 6.186 4.907  -0.68
Br -6.718 4.314 4.445  0.63
H -5.950 6.824 3.109  0.04
H -6.370 8.128 4.241  0.06
H -8.040 6.393 4.618  0.06
H -6.917 6.264 5.990  0.06
Br -5.616 4.612 -5.401  0.62
C -6.430 2.880 -5.033  -0.69
C -6.002 2.351 -3.687  -0.60
Br -4.188 1.634 -3.750  0.71
H -6.165 2.221 -5.859  0.05
H -7.506 3.062 -5.050  0.06
H -6.630 1.509 -3.387  0.06
H -6.017 3.107 -2.901  0.06
Br 1.646 1.914 7.818  0.66
C 1.083 0.066 8.077  -0.68
C 2.018 -0.665 9.007  -0.68
Br 3.673 -1.157 8.100  0.60
H 1.017 -0.388 7.088  0.03
H 0.083 0.132 8.509  0.06
H 1.578 -1.611 9.329  0.06
H 2.296 -0.083 9.885  0.05
Br -7.082 -2.721 1.731  0.61
C -7.641 -4.569 2.004  -0.68
C -6.701 -5.293 2.935  -0.69
Br -5.049 -5.789 2.028  0.59
H -7.711 -5.029 1.018  0.05
H -8.639 -4.502 2.440  0.06
H -7.138 -6.237 3.265  0.06
H -6.420 -4.704 3.808  0.05

Cartesian forces, eV/Å:
-0.09 0.28 1.29
-0.37 0.76 -0.92
-0.38 0.39 -2.74
-0.21 -2.82 -0.11
-0.52 3.16 1.95
1.29 -3.63 2.09
1.84 -1.57 -4.90
-3.69 2.49 2.46
3.34 -3.21 -0.58
-1.98 -1.79 -2.83
3.12 1.27 -1.56
-0.92 2.49 -1.22
-1.73 2.81 1.84
0.75 -2.69 3.35
-0.13 -0.02 1.61
-0.06 1.62 -1.12
1.51 -0.46 -0.11
-0.01 -1.29 1.32
-1.53 0.24 0.05
2.86 1.27 0.44
1.08 -1.72 -0.65
-0.04 0.93 0.37
-0.02 0.39 0.69
-0.40 1.93 -1.96
-0.79 1.74 0.05
-0.03 -0.10 0.05
0.05 0.17 -0.24
-0.18 -0.19 0.05
-0.11 -0.20 -0.15
-0.10 0.17 0.09
-0.03 0.03 0.13
0.14 0.00 -0.01
0.06 -0.15 -0.07
0.04 -0.08 0.12
0.28 0.00 -0.08
-0.25 -0.12 0.10
0.09 0.01 -0.09
-0.03 -0.05 -0.19
-0.11 0.03 -0.07
0.07 0.11 0.01
0.01 0.06 0.19
3.04 1.45 1.90
1.52 0.50 1.91
-0.11 -0.23 -0.06
-1.94 -0.79 0.75
0.03 0.04 0.27
0.47 0.00 0.85
0.06 0.06 -0.07
0.12 -0.13 -0.13
0.01 0.05 0.13
0.11 -0.18 -0.26
-0.06 0.09 0.28
-0.06 -0.09 -0.05
-0.18 -0.08 -0.04
-0.11 0.08 0.03
0.07 0.02 -0.11
0.18 0.08 0.03
-0.06 -0.14 -0.06
0.06 0.24 -0.02
-0.17 -0.23 0.09
0.08 0.00 0.11
0.09 0.04 0.15
0.11 -0.10 0.05
0.08 0.02 -0.15
-0.10 -0.08 -0.16
0.00 0.11 0.08
0.08 -0.07 -0.19
0.11 -0.26 0.27
-0.15 -1.06 0.91
-0.14 -0.11 -0.04
-0.13 0.08 0.02
0.03 0.10 -0.09
0.12 0.15 0.05
-0.63 -0.12 -0.23
0.02 0.06 -0.24
-0.15 -0.20 0.10
0.01 0.12 0.02
-0.11 0.08 0.15
-0.02 -0.05 0.13
0.14 0.03 -0.09
0.08 -0.07 -0.16
-0.10 0.11 -0.02
0.11 0.25 0.18
-0.21 -0.11 -0.15
0.04 0.03 0.07
-0.11 -0.03 0.16
-0.02 -0.13 0.01
0.13 0.02 0.00
0.07 0.03 -0.18
0.04 -0.14 -0.02
-0.20 0.32 -0.03
-0.21 -0.62 -0.22
-4.98 -1.56 -4.53
0.01 0.04 0.21
0.11 -0.04 0.06
-0.04 0.14 -0.08
0.06 -0.01 -0.19
-0.07 -0.12 0.01
-0.14 0.29 0.07
-0.09 -0.25 -0.01
0.04 0.05 -0.02
0.05 0.02 0.16
0.13 -0.07 0.02
0.03 0.10 -0.07
-0.03 -0.02 -0.19
0.01 -0.04 -0.08
-0.17 0.13 0.13
0.09 -0.26 -0.05
-0.01 0.10 0.07
0.10 0.04 0.17
0.13 -0.02 0.00
-0.02 0.13 -0.07
-0.07 -0.02 -0.16